Model A:
Computed, not measured: 2 unconnected molecules or ions with the total composition C3H10NO, with the ωB97M-V functional and the def2-TZVPD basis.

E_HOMO: -14.67 eV
charge: +1
frontier orbital gap: 8.84 eV

XYZ file:
```
15
C3H10NO, DFT the ωB97M-V functional and the def2-TZVPD basis
C -0.117 -0.823 -3.050
N -0.424 -1.076 -1.839
H 0.757 -0.229 -3.287
H -0.831 -0.822 -3.867
H -0.162 -0.520 -1.006
H -1.361 -1.469 -1.762
C -0.176 1.035 1.612
O -0.977 0.204 0.675
C 1.139 0.365 1.913
H -0.072 1.944 1.035
H -0.863 1.218 2.437
H -1.414 -0.448 1.235
H 1.424 -0.190 1.026
H 1.915 1.104 2.108
H 1.162 -0.291 2.771
```

Atomic partial charges in e from the natural (NBO) method, atoms 1 to 6: 0.17, -0.58, 0.22, 0.24, 0.49, 0.43

Model B:
Computed, not measured: 2 unconnected molecules or ions with the total composition C3H10NO, with the ωB97M-V functional and the def2-TZVPD basis.

E_HOMO: -11.43 eV
charge: +1
frontier orbital gap: 7.25 eV

XYZ file:
```
15
C3H10NO, DFT the ωB97M-V functional and the def2-TZVPD basis
C -1.625 -2.415 -3.975
N -2.910 -2.605 -3.238
H -1.798 -2.305 -5.060
H -1.260 -1.420 -3.684
H -0.918 -3.217 -3.741
H -2.779 -3.218 -2.429
H -3.514 -3.190 -3.827
H -3.324 -1.756 -2.852
O 1.723 2.256 2.601
C 1.849 2.613 3.746
C 3.170 3.022 4.343
H 1.000 2.653 4.429
H 3.496 2.194 4.966
H 2.924 3.903 4.979
H 3.964 3.487 3.742
```

Atomic partial charges in e from the natural (NBO) method, atoms 1 to 6: -0.44, -0.67, 0.25, 0.25, 0.25, 0.45

Most stable structure - model B; separation to the second - 0.0136 hartree.

Model A:
Computed, not measured: 2 unconnected molecules or ions with the total composition C3H10NO, with the ωB97M-V functional and the def2-TZVPD basis.

E_HOMO: -12.45 eV
charge: +1
frontier orbital gap: 3.67 eV

XYZ file:
```
15
C3H10NO, DFT the ωB97M-V functional and the def2-TZVPD basis
C -1.881 0.602 2.195
C 1.036 0.038 -0.928
C 1.826 -0.705 -1.860
O 2.876 0.207 -2.311
N -1.991 -0.504 1.293
H -1.852 0.269 3.232
H -2.641 1.389 2.132
H 1.498 0.457 -0.037
H 0.075 0.436 -1.256
H 1.414 -1.085 -2.790
H 2.357 -1.519 -1.341
H 2.399 1.046 -2.405
H -0.942 1.150 2.077
H -1.415 -0.667 0.499
H -2.761 -1.114 1.499
```

Atomic partial charges in e from the natural (NBO) method, atoms 1 to 6: -0.42, 0.20, -0.26, -0.54, -0.80, 0.21

Model B:
Computed, not measured: 2 unconnected molecules or ions with the total composition C3H10NO, with the ωB97M-V functional and the def2-TZVPD basis.

E_HOMO: -14.93 eV
charge: +1
frontier orbital gap: 10.15 eV

XYZ file:
```
15
C3H10NO, DFT the ωB97M-V functional and the def2-TZVPD basis
C 1.941 1.933 0.404
O 1.606 0.523 0.236
H 3.018 2.094 0.367
H 1.657 2.209 1.414
H 1.463 2.485 -0.397
H 2.361 0.166 -0.225
C -2.027 -1.215 -1.181
C -0.914 -0.785 0.958
N -0.946 -0.704 -0.304
H -2.907 -0.582 -1.075
H -1.690 -1.157 -2.208
H -2.271 -2.206 -0.811
H -1.668 -1.354 1.472
H -0.094 -0.293 1.463
H -0.130 -0.246 -0.726
```

Atomic partial charges in e from the natural (NBO) method, atoms 1 to 6: -0.26, -0.79, 0.20, 0.19, 0.19, 0.49

Most stable structure - model B; separation to the second - 0.1593 hartree.

Model A:
Computed, not measured: 2 unconnected molecules or ions with the total composition C3H10NO, with the ωB97M-V functional and the def2-TZVPD basis.

E_HOMO: -14.84 eV
charge: +1
frontier orbital gap: 11.19 eV

XYZ file:
```
15
C3H10NO, DFT the ωB97M-V functional and the def2-TZVPD basis
N 1.013 -1.800 -1.349
H 1.434 -1.948 -2.275
H 0.669 -2.687 -0.997
H 1.696 -1.431 -0.710
H 0.204 -1.082 -1.404
O -0.952 -0.145 -1.557
C -1.097 0.670 -0.638
C -0.731 0.320 0.859
C 0.109 1.449 1.494
H -1.514 1.671 -0.863
H -0.150 -0.565 0.867
H -1.661 0.272 1.468
H 1.101 1.584 1.022
H 0.285 1.220 2.564
H -0.406 2.473 1.518
```

Atomic partial charges in e from the natural (NBO) method, atoms 1 to 6: -0.89, 0.45, 0.44, 0.43, 0.46, -0.58

Model B:
Computed, not measured: 2 unconnected molecules or ions with the total composition C3H10NO, with the ωB97M-V functional and the def2-TZVPD basis.

E_HOMO: -16.12 eV
charge: +1
frontier orbital gap: 7.42 eV

XYZ file:
```
15
C3H10NO, DFT the ωB97M-V functional and the def2-TZVPD basis
O -3.043 0.147 -0.576
C -1.700 0.388 -0.645
C -1.120 -1.114 -0.231
N -0.034 -0.712 0.402
C 3.030 0.551 0.500
H -3.507 1.001 -0.552
H -1.328 0.620 -1.634
H -1.373 1.149 0.065
H -0.961 -1.627 -1.186
H -1.885 -1.607 0.363
H -0.054 -1.045 1.378
H 3.462 0.119 1.393
H 2.256 -0.109 0.146
H 3.759 0.792 -0.257
H 2.498 1.447 0.835
```

Atomic partial charges in e from the natural (NBO) method, atoms 1 to 6: -0.64, 0.07, -0.31, -0.07, -0.85, 0.53

Most stable structure - model A; separation to the second - 0.1877 hartree.

Model A:
Computed, not measured: a gas-phase ion, C3H10NO (charge +1), with the ωB97M-V functional and the def2-TZVPD basis.

E_HOMO: -15.23 eV
structure (SMILES): C[C@@H]([NH3+])CO
charge: +1
frontier orbital gap: 11.75 eV

XYZ file:
```
15
C3H10NO, DFT the ωB97M-V functional and the def2-TZVPD basis
C -0.282 -0.166 1.833
C -0.093 -0.507 0.350
N -1.342 -0.065 -0.313
C 1.047 0.303 -0.249
O 0.841 0.362 -1.637
H 0.600 -0.456 2.405
H -1.128 -0.725 2.251
H -0.400 0.920 1.994
H 0.017 -1.595 0.220
H -1.670 0.825 0.064
H -1.246 0.076 -1.350
H -2.062 -0.786 -0.307
H 2.029 -0.088 0.054
H 1.009 1.328 0.159
H 1.676 0.388 -2.109
```

Atomic partial charges in e from the natural (NBO) method, atoms 1 to 6: -0.64, -0.07, -0.68, -0.09, -0.74, 0.26

Model B:
Computed, not measured: a gas-phase ion, C3H10NO (charge +1), with the ωB97M-V functional and the def2-TZVPD basis.

E_HOMO: -15.35 eV
structure (SMILES): C[NH2+]CCO
charge: +1
frontier orbital gap: 11.91 eV

XYZ file:
```
15
C3H10NO, DFT the ωB97M-V functional and the def2-TZVPD basis
C -0.461 -1.576 -0.433
N 0.750 -0.706 -0.472
C 0.813 0.508 0.507
C -0.532 1.134 0.696
O -1.019 1.429 -0.613
H -1.208 -1.165 0.241
H -0.169 -2.550 -0.045
H -0.866 -1.774 -1.423
H 1.556 -1.261 -0.207
H 0.941 -0.386 -1.415
H 1.322 0.197 1.428
H 1.575 1.089 0.003
H -0.405 2.081 1.236
H -1.287 0.627 1.297
H -1.009 2.352 -0.801
```

Atomic partial charges in e from the natural (NBO) method, atoms 1 to 6: -0.43, -0.50, -0.22, -0.12, -0.74, 0.24

Most stable structure - model A; separation to the second - 0.0233 hartree.

Model A:
Computed, not measured: C18H22N4O2S in the gas phase, with the ωB97M-V functional and the def2-TZVPD basis.

E_HOMO: -8.00 eV
structure (SMILES): OCC[C@H]1CN(Cc2ccc3nonc3c2)CCN1Cc1ccsc1
frontier orbital gap: 7.36 eV

XYZ file:
```
47
C18H22N4O2S, DFT the ωB97M-V functional and the def2-TZVPD basis
O -1.172 -2.894 -1.063
C -0.057 -2.582 -1.853
C -0.037 -1.126 -2.333
C 0.059 -0.149 -1.159
C 0.323 1.296 -1.626
N 0.538 2.222 -0.529
C 1.908 2.418 -0.098
C 2.602 1.219 0.511
C 2.452 0.973 1.909
C 3.000 -0.102 2.539
C 3.737 -1.004 1.746
N 4.378 -2.122 2.029
O 4.903 -2.546 0.883
N 4.634 -1.750 -0.150
C 3.904 -0.761 0.332
C 3.334 0.373 -0.275
C -0.481 2.098 0.495
C -0.792 0.647 0.903
N -1.083 -0.210 -0.238
C -2.401 0.047 -0.823
C -3.484 -0.296 0.157
C -4.214 0.661 0.912
C -5.132 0.094 1.733
S -5.132 -1.621 1.610
C -3.881 -1.568 0.436
H -1.233 -2.208 -0.377
H 0.873 -2.785 -1.298
H -0.093 -3.257 -2.713
H 0.843 -0.987 -2.963
H -0.918 -0.924 -2.943
H 0.919 -0.467 -0.553
H 1.192 1.325 -2.285
H -0.542 1.653 -2.197
H 1.901 3.241 0.623
H 2.471 2.745 -0.978
H 1.886 1.690 2.486
H 2.891 -0.275 3.597
H 3.483 0.547 -1.329
H -0.183 2.676 1.371
H -1.393 2.556 0.093
H -1.648 0.629 1.580
H 0.067 0.213 1.426
H -2.531 1.089 -1.148
H -2.511 -0.601 -1.694
H -4.060 1.723 0.835
H -5.813 0.576 2.405
H -3.510 -2.480 0.012
```

Atomic partial charges in e from the natural (NBO) method, atoms 1 to 6: -0.75, -0.05, -0.44, -0.07, -0.23, -0.45

Model B:
Computed, not measured: C18H22N4O2S in the gas phase, with the ωB97M-V functional and the def2-TZVPD basis.

E_HOMO: -8.10 eV
structure (SMILES): Cc1cccc(C(=O)N[C@H](C(=O)Nc2nnc(C3CC3)s2)C(C)C)c1
frontier orbital gap: 7.71 eV

XYZ file:
```
47
C18H22N4O2S, DFT the ωB97M-V functional and the def2-TZVPD basis
C 2.598 -3.334 -1.647
C 2.581 -1.802 -1.494
C 4.075 -1.299 -1.130
C 4.044 0.039 -0.980
C 2.831 0.815 -1.208
C 1.539 0.253 -1.269
C 0.140 0.855 -1.040
O -0.782 0.469 -1.863
N 0.282 1.979 -0.499
C -1.082 2.575 -0.072
C -2.126 1.797 -0.312
O -3.009 2.273 -1.163
N -2.281 0.573 0.262
C -1.620 -0.110 0.926
N -0.484 0.338 1.793
N 0.232 -0.675 2.166
C -0.030 -1.871 2.167
C 0.559 -2.987 2.587
C 0.814 -4.209 1.796
C -0.398 -4.372 2.720
S -1.601 -1.955 0.928
C -0.939 4.075 -0.607
C -0.924 4.083 -2.073
C -2.250 4.843 0.052
C 1.344 -1.053 -1.467
H 3.214 -3.826 -2.513
H 2.870 -3.812 -0.893
H 1.641 -3.607 -2.013
H 4.699 -1.984 -1.269
H 4.844 0.422 -0.850
H 2.858 1.922 -0.865
H 0.915 2.111 0.414
H -1.135 2.700 1.165
H -3.163 -0.053 -0.285
H 1.502 -2.639 3.133
H 0.136 -4.205 0.702
H 1.789 -4.772 1.743
H -1.278 -4.154 2.631
H 0.288 -4.734 3.568
H -0.029 4.475 -0.119
H -2.053 3.661 -2.310
H -1.002 5.070 -2.535
H -0.028 3.631 -2.191
H -3.161 4.347 -0.195
H -2.064 6.052 -0.255
H -2.139 4.805 1.355
H 0.674 -1.605 -1.725
```

Atomic partial charges in e from the natural (NBO) method, atoms 1 to 6: -0.63, 0.09, -0.18, -0.16, -0.22, -0.08

Most stable structure - model A; separation to the second - 0.5458 hartree.

Model A:
Computed, not measured: C3H4ClFO in the gas phase, with the ωB97M-V functional and the def2-TZVPD basis.

E_HOMO: -9.71 eV
structure (SMILES): CO/C=C(\F)Cl
frontier orbital gap: 10.35 eV

XYZ file:
```
10
C3H4ClFO, DFT the ωB97M-V functional and the def2-TZVPD basis
C 0.548 -1.019 1.414
O -0.399 -0.999 0.379
C -0.262 0.212 -0.572
C -0.890 1.153 -1.242
F -2.214 1.106 -1.591
Cl 0.003 2.334 -2.203
H 0.093 -1.673 2.052
H 0.816 0.091 1.803
H 1.435 -1.625 0.747
H 0.870 0.420 -0.786
```

Atomic partial charges in e from the natural (NBO) method, atoms 1 to 6: -0.24, -0.52, 0.02, 0.29, -0.32, 0.01

Model B:
Computed, not measured: C3H4ClFO in the gas phase, with the ωB97M-V functional and the def2-TZVPD basis.

E_HOMO: -10.40 eV
structure (SMILES): FC1(Cl)COC1
frontier orbital gap: 11.29 eV

XYZ file:
```
10
C3H4ClFO, DFT the ωB97M-V functional and the def2-TZVPD basis
F 0.133 1.531 -0.160
C 0.101 0.145 -0.007
Cl 1.761 -0.416 0.032
C -0.955 -0.380 -1.011
O -1.998 -0.425 0.050
C -0.970 -0.115 1.051
H -1.336 0.371 -1.725
H -0.941 -1.402 -1.423
H -0.904 -0.942 1.736
H -1.021 0.768 1.699
```

Atomic partial charges in e from the natural (NBO) method, atoms 1 to 6: -0.35, 0.27, 0.01, -0.11, -0.52, -0.11

Most stable structure - model B; separation to the second - 0.0829 hartree.